*i*
C3H2N2S2 | ωB97M-V/def2-TZVPD

Structure (SMILES)   S=C=N/C=C\N=S
Highest occupied orbital energy (alpha / beta)   -0.27913 / -0.31639 Eh
M   130.2 Da

Geometry as XYZ:
```
9
C3H2N2S2 ωB97M-V/def2-TZVPD
S -4.710 1.083 -0.004
C -3.202 0.703 0.012
N -2.080 0.293 0.025
C -0.761 0.241 -0.001
C -0.108 -0.976 0.002
N -0.690 -2.153 0.038
S -2.204 -2.554 -0.014
H -0.214 1.174 -0.004
H 0.973 -0.992 -0.001
```


*ii*
C3H2N2S2 | ωB97M-V/def2-TZVPD

Structure (SMILES)   S=C1C=CN=[N+]1[S-]
Highest occupied orbital energy (alpha / beta)   -0.30784 / -0.30787 Eh
M   130.2 Da

Geometry as XYZ:
```
9
C3H2N2S2 ωB97M-V/def2-TZVPD
S 2.228 0.380 1.483
C 0.922 0.045 0.421
C -0.318 0.570 0.807
C -1.253 0.208 -0.136
N -0.683 -0.510 -1.093
N 0.596 -0.667 -0.864
S 1.275 -1.607 -2.120
H -0.467 1.157 1.690
H -2.301 0.423 -0.188
```


Of them, *i* has the highest stability.


*i*
C5H9IN | ωB97M-V/def2-TZVPD

Charge   +1
Structure (SMILES)   C/C=C/C=C(\[NH3+])I
Highest occupied orbital energy   -0.48041 Eh
M   210.0 Da

Geometry as XYZ:
```
16
C5H9IN ωB97M-V/def2-TZVPD
C 0.106 2.078 0.299
C 0.349 0.643 0.185
C -0.050 -0.204 1.104
C -0.040 -1.685 1.192
C 0.011 -2.518 0.144
N -0.131 -1.921 -1.155
I 0.114 -4.595 0.197
H -0.503 2.369 1.085
H -0.282 2.568 -0.533
H 0.949 2.604 0.414
H 0.828 0.214 -0.721
H -0.358 0.366 1.993
H 0.071 -1.895 2.247
H -0.881 -2.492 -1.788
H 0.619 -1.993 -1.797
H -0.624 -0.929 -1.068
```


*ii*
C5H9IN | ωB97M-V/def2-TZVPD

Charge   +1
Highest occupied orbital energy (alpha / beta)   -0.47019 / -0.44293 Eh
M   210.0 Da

Geometry as XYZ:
```
16
C5H9IN ωB97M-V/def2-TZVPD
C -1.688 1.333 2.384
C 1.726 -0.855 -0.318
C 0.500 -1.327 -1.033
C -1.683 2.572 0.257
C -0.789 -1.274 -0.330
N -1.767 2.096 1.442
I -1.093 -1.493 1.685
H -1.866 1.459 3.385
H 1.927 -1.327 0.587
H 2.751 -0.838 -0.904
H 1.661 0.198 -0.012
H 0.446 -0.648 -2.013
H 0.651 -2.459 -1.248
H -2.527 2.283 -0.356
H -0.643 3.054 0.015
H -1.710 -1.054 -0.908
```


Of them, *i* has the highest stability.


*i*
C9H28O5 | ωB97M-V/def2-TZVPD

Structure (SMILES)   CCO.CCO.CCO.CCO.CO
Highest occupied orbital energy   -0.36951 Eh
M   216.3 Da

Geometry as XYZ:
```
42
C9H28O5 ωB97M-V/def2-TZVPD
C 3.459 -5.577 1.682
C 4.250 -5.697 0.359
O 3.391 -5.132 -0.547
H 3.883 -6.143 2.511
H 2.568 -6.192 1.558
H 3.120 -4.600 2.027
H 4.556 -6.742 0.344
H 5.095 -5.036 0.550
H 3.558 -5.632 -1.349
C 2.596 7.673 0.433
C 1.916 7.277 1.702
O 1.067 8.326 2.136
H 3.167 8.596 0.539
H 1.832 7.995 -0.274
H 3.233 6.918 -0.028
H 2.649 6.998 2.458
H 1.327 6.364 1.623
H 0.531 8.753 1.464
C -3.615 -2.046 3.372
C -2.898 -0.894 3.981
O -2.665 0.020 2.998
H -3.030 -2.715 2.741
H -4.450 -1.715 2.755
H -4.150 -2.609 4.137
H -1.966 -1.297 4.379
H -3.466 -0.394 4.765
H -1.933 -0.354 2.501
C -4.229 -0.166 -3.683
C -3.933 -1.500 -4.303
O -3.989 -2.400 -3.260
H -3.607 0.096 -2.827
H -5.273 -0.150 -3.369
H -4.226 0.595 -4.464
H -2.969 -1.525 -4.810
H -4.693 -1.805 -5.022
H -3.133 -2.292 -2.838
C 1.946 0.766 -2.583
O 1.720 0.011 -1.410
H 2.980 0.756 -2.928
H 1.381 0.388 -3.435
H 1.675 1.817 -2.481
H 2.323 -0.735 -1.407
```


*ii*
C9H28O5 | ωB97M-V/def2-TZVPD

Structure (SMILES)   CC(C)O.CC(C)O.CO.CO.CO
Highest occupied orbital energy   -0.36445 Eh
M   216.3 Da

Geometry as XYZ:
```
42
C9H28O5 ωB97M-V/def2-TZVPD
C 11.003 -1.019 11.597
C 10.161 -1.445 12.825
C 9.027 -0.443 13.165
O 9.564 -2.662 12.729
H 11.893 -1.634 11.461
H 11.424 -0.034 11.799
H 10.395 -1.063 10.693
H 10.889 -1.504 13.635
H 8.503 -0.665 14.095
H 8.260 -0.442 12.391
H 9.485 0.539 13.277
H 10.164 -3.338 12.405
C 2.257 0.238 6.337
C 0.853 0.584 6.854
C -0.032 -0.638 7.147
O 1.071 1.282 8.051
H 2.194 -0.242 5.361
H 2.858 -0.406 6.980
H 2.794 1.171 6.165
H 0.205 1.188 6.219
H 0.431 -1.237 7.931
H 0.006 -1.281 6.268
H -1.003 -0.265 7.473
H 0.241 1.328 8.532
C 4.132 2.765 16.907
O 3.865 2.079 18.118
H 4.866 3.559 17.043
H 4.490 2.051 16.166
H 3.219 3.144 16.446
H 3.008 2.373 18.435
C 4.719 3.545 11.075
O 4.807 3.459 9.679
H 5.707 3.215 11.395
H 4.540 4.575 11.382
H 3.952 2.831 11.378
H 3.933 3.237 9.350
C 7.899 5.342 5.416
O 8.277 4.409 6.430
H 7.067 4.954 4.830
H 7.688 6.313 5.865
H 8.718 5.538 4.724
H 7.626 4.434 7.135
```


Of them, *ii* has the highest stability.


*i*
C29H34Br2CeN8O | ωB97M-V/def2-TZVPD

Charge   +3
Multiplicity   2
Highest occupied orbital energy (alpha / beta)   -0.62094 / -0.62102 Eh
M   810.6 Da
<S²>   0.751

Geometry as XYZ:
```
75
C29H34Br2CeN8O ωB97M-V/def2-TZVPD
Ce 0.133 0.139 -0.112
C -2.693 1.925 1.017
C -1.782 1.985 2.226
N -0.353 1.938 1.830
C 0.512 1.549 2.957
C 0.316 0.081 3.280
C 0.588 -0.421 4.537
C 0.350 -1.768 4.781
C -0.176 -2.559 3.774
C -0.421 -1.989 2.533
C -0.981 -2.834 1.411
N -1.373 -2.081 0.200
C -2.819 -1.761 0.129
C -3.157 -0.496 0.887
N -2.504 0.671 0.247
N -0.155 -0.699 2.290
H -2.480 2.763 0.350
H -3.732 2.031 1.343
H -1.972 1.142 2.889
H -1.996 2.887 2.805
H -0.089 2.872 1.530
H 0.308 2.135 3.858
H 1.554 1.739 2.683
H 0.960 0.228 5.318
H 0.550 -2.190 5.757
H -0.406 -3.602 3.948
H -1.827 -3.413 1.796
H -0.221 -3.565 1.126
H -1.164 -2.682 -0.591
H -3.423 -2.593 0.501
H -3.074 -1.637 -0.928
H -2.808 -0.569 1.917
H -4.242 -0.361 0.927
H -2.986 0.803 -0.640
Br 0.399 -3.191 -6.606
C 0.363 -2.315 -4.967
C -0.255 -1.080 -4.830
C -0.245 -0.490 -3.583
N 0.322 -1.026 -2.494
C 0.933 -2.222 -2.635
C 0.967 -2.886 -3.851
C 1.618 -2.781 -1.430
C 2.242 -4.021 -1.446
C 2.932 -4.451 -0.317
Br 3.778 -6.108 -0.310
C 2.996 -3.616 0.793
C 2.326 -2.411 0.731
N 1.635 -1.999 -0.337
H -0.728 -0.588 -5.667
H -0.712 0.479 -3.459
H 1.467 -3.835 -3.958
H 2.209 -4.662 -2.313
H 3.547 -3.898 1.679
H 2.349 -1.741 1.584
C 4.461 0.789 -1.284
C 3.261 1.517 -0.777
O 2.365 0.905 -0.139
N 3.126 2.810 -1.029
C 2.014 3.596 -0.509
C 0.783 3.635 -1.391
C 0.528 4.786 -2.123
C -0.617 4.876 -2.899
C -1.486 3.798 -2.915
C -1.158 2.687 -2.161
N -0.053 2.577 -1.411
H 4.720 0.001 -0.581
H 5.317 1.441 -1.444
H 4.198 0.327 -2.238
H 3.875 3.285 -1.511
H 2.376 4.613 -0.366
H 1.770 3.199 0.477
H 1.222 5.615 -2.075
H -0.826 5.770 -3.471
H -2.399 3.814 -3.493
H -1.830 1.835 -2.165
```


*ii*
C29H34Br2CeN8O | ωB97M-V/def2-TZVPD

Charge   +3
Multiplicity   2
Highest occupied orbital energy (alpha / beta)   -0.61617 / -0.61618 Eh
M   810.6 Da
<S²>   0.751

Geometry as XYZ:
```
75
C29H34Br2CeN8O ωB97M-V/def2-TZVPD
Ce 0.104 -0.279 0.221
C 2.103 1.115 -2.399
C 0.643 1.331 -2.738
N -0.148 1.707 -1.542
C 0.150 3.070 -1.075
C 1.224 3.097 -0.015
C 1.916 4.272 0.248
C 2.843 4.289 1.276
C 3.067 3.124 1.996
C 2.351 1.988 1.664
C 2.561 0.692 2.399
N 2.470 -0.478 1.494
C 3.654 -0.608 0.600
C 3.558 0.239 -0.654
N 2.284 0.040 -1.391
N 1.433 1.972 0.684
H 2.526 2.032 -1.987
H 2.666 0.906 -3.311
H 0.214 0.418 -3.158
H 0.560 2.106 -3.507
H -1.127 1.669 -1.806
H -0.767 3.492 -0.655
H 0.429 3.729 -1.904
H 1.729 5.155 -0.347
H 3.395 5.191 1.505
H 3.797 3.092 2.793
H 1.795 0.582 3.175
H 3.527 0.712 2.912
H 2.465 -1.291 2.106
H 3.755 -1.655 0.321
H 4.571 -0.349 1.140
H 4.421 0.019 -1.290
H 3.626 1.296 -0.408
H 2.359 -0.841 -1.899
Br -2.460 3.223 6.074
C -1.984 2.371 4.492
C -1.510 3.093 3.404
C -1.129 2.396 2.277
N -1.204 1.062 2.138
C -1.742 0.381 3.172
C -2.105 0.993 4.363
C -1.948 -1.080 2.999
C -2.872 -1.753 3.783
C -3.021 -3.128 3.641
Br -4.252 -4.059 4.676
C -2.226 -3.783 2.707
C -1.362 -3.028 1.943
N -1.218 -1.697 2.049
H -1.427 4.170 3.432
H -0.748 2.951 1.435
H -2.469 0.412 5.196
H -3.492 -1.223 4.490
H -2.282 -4.853 2.570
H -0.740 -3.514 1.205
C -2.511 -0.342 -3.672
C -1.929 -1.221 -2.613
O -1.478 -0.777 -1.526
N -1.909 -2.529 -2.825
C -1.560 -3.454 -1.753
C -0.080 -3.702 -1.553
C 0.507 -4.765 -2.224
C 1.805 -5.151 -1.921
C 2.461 -4.483 -0.902
C 1.811 -3.423 -0.294
N 0.589 -2.985 -0.622
H -2.317 0.703 -3.452
H -3.592 -0.490 -3.713
H -2.109 -0.592 -4.654
H -2.301 -2.891 -3.682
H -2.039 -4.404 -1.984
H -2.006 -3.081 -0.830
H -0.067 -5.315 -2.957
H 2.268 -5.981 -2.436
H 3.446 -4.779 -0.570
H 2.294 -2.914 0.529
```


Of them, *i* has the highest stability.


*i*
C6H7N3O3 | ωB97M-V/def2-TZVPD

Structure (SMILES)   [O-][N+]#C[C@@]12CCCC(=[N+]([O-])N1)O2
Highest occupied orbital energy (alpha / beta)   -0.32046 / -0.31955 Eh
M   169.1 Da

Geometry as XYZ:
```
19
C6H7N3O3 ωB97M-V/def2-TZVPD
O -4.473 0.817 -0.164
N -3.364 0.493 -0.026
C -2.313 0.125 0.295
C -0.956 -0.164 0.105
C -0.057 1.137 0.522
C 1.397 0.810 0.299
C 1.649 0.045 -1.057
C 0.572 -1.003 -1.170
N 0.617 -1.621 0.020
O 1.501 -2.340 0.492
N -0.482 -1.276 0.831
O -0.678 -0.418 -1.301
H -0.229 1.896 -0.159
H -0.265 1.476 1.550
H 1.690 0.125 1.090
H 2.026 1.681 0.495
H 2.565 -0.482 -1.137
H 1.658 0.842 -1.797
H -0.859 -2.143 1.112
```


*ii*
C6H7N3O3 | ωB97M-V/def2-TZVPD

Highest occupied orbital energy   -0.33394 Eh
M   169.1 Da

Geometry as XYZ:
```
19
C6H7N3O3 ωB97M-V/def2-TZVPD
C 0.095 -1.392 -0.905
C -0.789 0.537 0.435
C -1.031 -1.507 1.550
C -0.208 1.892 -1.361
C 0.077 -1.851 0.614
C 1.166 -0.279 -1.055
N -1.327 -0.079 1.449
N -0.871 1.728 -0.074
N 0.677 0.924 -1.745
O -1.593 -2.142 2.403
O -0.463 2.905 -2.029
O 1.943 0.219 -0.010
H 0.326 -3.038 0.553
H 1.008 -1.574 1.069
H 1.895 -0.759 -1.607
H -1.879 0.245 2.295
H -1.499 2.470 0.146
H 1.177 1.376 -2.462
H 1.295 0.324 0.735
```


Of them, *ii* has the highest stability.


*i*
C2H4F2Si | ωB97M-V/def2-TZVPD

Structure (SMILES)   F[SiH3].C#CF
Highest occupied orbital energy   -0.39365 Eh
M   94.1 Da

Geometry as XYZ:
```
9
C2H4F2Si ωB97M-V/def2-TZVPD
F 1.826 -1.747 0.846
Si 0.347 -1.377 1.342
H -0.549 -2.581 0.940
H -0.159 -0.142 0.686
H 0.624 -1.447 2.696
C -0.975 1.413 -1.369
C -0.240 2.195 -1.893
F 0.595 2.842 -2.600
H -1.469 0.844 -0.649
```


*ii*
C2H4F2Si | ωB97M-V/def2-TZVPD

Highest occupied orbital energy   -0.34428 Eh
M   94.1 Da

Geometry as XYZ:
```
9
C2H4F2Si ωB97M-V/def2-TZVPD
C 2.467 0.194 0.025
C 1.422 -0.603 0.024
F 2.293 1.534 0.009
F 1.585 -1.940 0.043
Si -0.944 0.126 0.033
H 3.514 -0.088 0.033
H -1.549 -0.805 0.973
H -0.845 1.505 0.479
H -1.352 -0.050 -1.352
```


Of them, *i* has the highest stability.


*i*
C2H2O2S2 | ωB97M-V/def2-TZVPD

Multiplicity   3
Highest occupied orbital energy (alpha / beta)   -0.29674 / -0.39712 Eh
M   122.2 Da
<S²>   2.009

Geometry as XYZ:
```
8
C2H2O2S2 ωB97M-V/def2-TZVPD
C -0.723 0.008 0.055
C 0.572 -0.058 -0.447
O -2.812 0.219 1.483
O 3.088 -0.121 -0.785
S -1.357 0.216 1.615
S 2.100 -0.019 0.285
H -1.515 -0.078 -0.682
H 0.646 -0.165 -1.524
```


*ii*
C2H2O2S2 | ωB97M-V/def2-TZVPD

Multiplicity   3
Highest occupied orbital energy (alpha / beta)   -0.20460 / -0.39120 Eh
M   122.2 Da
<S²>   2.007

Geometry as XYZ:
```
8
C2H2O2S2 ωB97M-V/def2-TZVPD
C 1.857 -0.883 0.768
C 0.685 -0.800 0.532
O -0.925 -0.012 -1.865
O -0.760 -0.558 0.538
S -0.388 2.310 -0.236
S -0.989 0.558 -0.584
H 2.839 -1.067 1.103
H -2.318 0.452 -0.255
```


Of them, *i* has the highest stability.


*i*
C3H10NO | ωB97M-V/def2-TZVPD

Multiplicity   2
Highest occupied orbital energy (alpha / beta)   -0.18861 / -0.36110 Eh
M   76.1 Da
<S²>   0.753

Geometry as XYZ:
```
15
C3H10NO ωB97M-V/def2-TZVPD
C 1.708 1.725 -0.384
N 1.443 0.489 0.134
H 2.585 2.071 -0.910
H 0.885 2.428 -0.427
H 2.175 -0.177 0.291
H 0.439 0.418 0.503
C -1.583 -0.828 -0.034
O -1.000 0.558 0.439
C -0.431 -1.817 -0.146
H -1.983 -0.447 -0.962
H -2.310 -1.157 0.700
H -1.742 0.964 -0.019
H -0.007 -2.008 -1.125
H -0.797 -2.799 0.166
H 0.248 -1.489 0.634
```


*ii*
C3H10NO | ωB97M-V/def2-TZVPD

Multiplicity   2
Highest occupied orbital energy (alpha / beta)   -0.13542 / -0.22721 Eh
M   76.1 Da
<S²>   0.758

Geometry as XYZ:
```
15
C3H10NO ωB97M-V/def2-TZVPD
C -1.678 0.759 1.191
N -1.357 0.462 -0.243
H -1.487 -0.089 1.842
H -1.082 1.619 1.465
H -2.764 0.821 1.234
H -1.824 -0.332 -0.664
H -0.330 0.257 -0.354
H -1.417 1.324 -0.782
C 1.034 -1.494 -0.450
C 2.086 -0.626 -0.407
O 1.836 0.815 -0.499
H 0.152 -1.578 0.186
H 1.034 -2.266 -1.232
H 3.121 -0.918 -0.533
H 2.673 1.245 -0.756
```


Of them, *i* has the highest stability.